[1]
DFT (the ωB97M-V functional and the def2-TZVPD basis) results for a 5-piece molecular cluster, H8O3S2 overall.

## Properties
M = 120.195 g/mol
energy relative to the best compared isomer or geometry (same formula, charge and spin) = 563.3 kJ/mol
orbital gap = 4.116 eV

Last column: Löwdin charge in e.
Cartesian coordinates (Å):
S  1.7911  0.0544  0.3050  0.627
S  -1.8198  0.2115  -0.5272  0.664
H  2.5137  -0.7273  1.1513  -0.169
H  -2.9909  -0.4105  -0.2904  -0.192
H  1.1850  1.9235  -0.9656  -0.069
H  -0.3201  1.8774  -1.1584  -0.109
O  0.4601  2.3170  -1.4821  -0.096
H  -1.2364  0.0363  1.7723  -0.082
H  0.3099  -0.0720  2.0410  -0.088
O  -0.5640  -0.3909  2.2962  -0.133
H  -0.4184  -1.3346  -1.4228  -0.087
H  0.8817  -1.4769  -0.6130  -0.131
O  0.2081  -2.0078  -1.1064  -0.134

Cartesian forces (eV/Å) of the 6 atoms listed first:
S 0.35 0.35 0.19
S 0.29 0.15 -0.06
H -0.39 0.05 -0.20
H 0.21 -0.25 0.11
H -0.35 0.41 -0.35
H -0.42 -0.04 0.15

[2]
DFT (the ωB97M-V functional and the def2-TZVPD basis) results for an isolated ion of composition C6H14NO and charge +1.

## Properties
M = 116.184 g/mol
charge = +1
energy relative to the best compared isomer or geometry (same formula, charge and spin) = 500.7 kJ/mol
orbital gap = 8.646 eV

Last column: Löwdin charge in e.
Cartesian coordinates (Å):
C  -2.3504  1.0888  0.3374  -0.087
C  -0.0713  -1.0607  -1.4281  -0.003
C  -0.8401  -1.4175  0.9474  -0.003
C  3.1386  0.5905  0.0633  -0.009
C  -0.8571  1.0033  0.1437  -0.173
C  -0.2465  -0.4541  -0.0574  -0.515
N  2.0341  -0.0436  -0.3565  0.134
O  1.0043  0.0433  0.4041  0.013
H  -2.8590  0.5638  -0.5870  0.127
H  -2.7218  0.5312  1.1537  0.050
H  -2.6033  2.1876  0.3598  0.108
H  0.6432  -1.8472  -1.3174  0.085
H  -0.9791  -1.2260  -2.0555  0.126
H  0.4678  -0.2381  -2.0184  0.112
H  -0.8836  -1.0230  1.9164  0.068
H  -0.3199  -2.4410  1.0143  0.128
H  -1.9693  -1.6609  0.6352  0.160
H  2.9337  1.0957  1.0849  0.162
H  3.3544  1.2527  -0.7184  0.119
H  4.0781  0.0508  0.0900  0.142
H  -0.3572  1.3161  1.0591  0.125
H  -0.5957  1.6881  -0.6705  0.131

Cartesian forces (eV/Å) of the 6 atoms listed first:
C -0.92 0.03 -3.17
C 0.15 3.07 -1.45
C -1.53 -2.66 -1.25
C 0.44 2.07 4.89
C -0.93 -0.53 -0.06
C -2.60 0.64 -0.98

[3]
DFT (the ωB97M-V functional and the def2-TZVPD basis) results for C4H20CrCuHfNO22S4 as an isolated structure.

## Properties
M = 856.489 g/mol
charge = -2
2S+1 = 5
orbital gap (spin up / spin down) = 6.415 / 6.418 eV
expectation value of S² = 6.014

Last column: Löwdin charge in e.
Cartesian coordinates (Å):
Hf  1.4881  -3.8627  1.2646  2.011
Cu  3.3192  -0.7289  -2.0842  0.582
Cr  0.4564  0.5165  3.3308  1.016
S  2.3359  -3.4689  -2.2606  0.318
O  2.2968  -4.7182  -3.0171  -0.363
O  1.7724  -3.8624  -0.8852  -0.519
O  3.7143  -2.9441  -2.0548  -0.385
O  1.5423  -2.4515  -2.9521  -0.338
S  2.8668  -1.5681  3.8157  0.343
O  2.1466  -2.5940  2.9594  -0.495
O  4.2698  -1.5756  3.4690  -0.328
O  2.2813  -0.1888  3.4927  -0.456
O  2.6527  -1.8682  5.2239  -0.338
S  0.6283  -0.5014  0.1816  0.409
O  -0.6689  -0.7432  -0.4832  -0.323
O  1.5059  -0.0269  -0.9119  -0.351
O  0.5258  0.4126  1.3316  -0.388
O  1.1492  -1.7871  0.6291  -0.397
S  -1.0026  -2.6261  3.6398  0.333
O  -0.2311  -3.3385  2.5334  -0.513
O  -0.7482  -3.3727  4.8647  -0.345
O  -0.4399  -1.2359  3.6431  -0.446
O  -2.4337  -2.5647  3.3634  -0.346
O  3.5386  -3.0994  0.9406  -0.361
H  3.5375  -2.8919  -0.0004  -0.079
C  -2.4425  4.1877  0.8863  -0.074
C  -2.4102  3.2548  -0.3395  -0.434
C  -1.3153  3.6432  -1.3196  -0.178
O  -1.3298  2.7902  -2.4550  -0.223
C  -2.0428  3.2935  -3.5364  -0.122
N  -2.3002  1.8965  0.1788  0.071
H  -3.3261  3.8808  1.4411  0.071
H  -2.6835  5.2052  0.5462  0.067
H  -1.5094  4.2169  1.4441  0.071
H  -3.3801  3.3735  -0.8331  0.133
H  -0.3032  3.6646  -0.9060  0.138
H  -1.4610  4.6684  -1.6963  0.118
H  -1.6880  4.2569  -3.9162  0.087
H  -3.1080  3.4434  -3.2861  0.086
H  -2.0989  2.5311  -4.3125  0.095
H  -1.3391  1.6840  0.4355  0.048
H  -2.5160  1.1913  -0.5213  0.068
O  -3.0684  -1.6440  -0.9860  -0.094
H  -3.0430  -1.8204  -1.9321  0.025
H  -2.1470  -1.3299  -0.7721  -0.022
O  -0.6872  -3.6216  0.0824  -0.108
H  -0.7634  -2.6837  -0.1888  0.030
H  -1.5353  -4.0186  -0.1339  0.084
O  3.2759  2.1566  -0.1235  -0.069
H  2.8029  1.3078  -0.1155  -0.008
H  3.0787  2.5478  0.7321  0.025
O  0.4908  0.9616  -3.1232  -0.088
H  -0.3815  1.3868  -3.0561  -0.005
H  0.7282  0.6656  -2.2274  -0.035

Cartesian forces (eV/Å) of the 6 atoms listed first:
Hf 2.00 8.62 -0.90
Cu -1.12 -1.31 0.42
Cr 1.34 -2.83 0.04
S -0.90 -1.83 -2.01
O 0.66 0.26 0.36
O -0.52 -0.44 1.53

[4]
DFT (the ωB97M-V functional and the def2-TZVPD basis) results for one molecule with the formula C3H5NO2.

## Properties
M = 87.078 g/mol
energy relative to the best compared isomer or geometry (same formula, charge and spin) = 868.2 kJ/mol
orbital gap (spin up / spin down) = 8.127 / 8.128 eV

Last column: Löwdin charge in e.
Cartesian coordinates (Å):
C  1.1563  0.4401  -0.2198  -0.127
C  -0.6966  0.6439  -0.0684  -0.068
C  -0.9881  -0.8439  0.5780  -0.151
O  0.6726  -1.7305  -0.5906  -0.204
O  1.3147  -0.5808  -1.0464  -0.194
N  -2.0770  -0.2909  0.4784  0.175
H  -0.5849  -1.5483  1.2998  0.129
H  1.4061  0.2324  0.8197  0.112
H  1.5271  1.3614  -0.6621  0.125
H  -0.7973  1.5442  0.5298  0.100
H  -0.9328  0.7724  -1.1185  0.104

Cartesian forces (eV/Å) of the 6 atoms listed first:
C -0.71 -1.47 0.42
C 0.14 -0.49 -0.31
C -0.76 0.76 0.51
O -0.25 0.73 0.51
O -0.10 0.52 -0.59
N 1.25 0.03 -0.65

[5]
DFT (the ωB97M-V functional and the def2-TZVPD basis) results for a 2-piece molecular cluster, C2H6O overall.

## Properties
SMILES = C=C.O
M = 46.069 g/mol
energy relative to the best compared isomer or geometry (same formula, charge and spin) = 95.9 kJ/mol
orbital gap = 10.713 eV

Last column: Löwdin charge in e.
Cartesian coordinates (Å):
C  0.0000  0.0000  0.0000  -0.065
C  -0.2206  0.1711  -1.3744  -0.059
H  -0.7776  0.4338  0.6390  0.032
H  0.8751  -0.4413  0.4907  0.038
H  -1.0742  0.7798  -1.6939  0.043
H  0.5035  -0.1323  -2.1392  0.003
O  1.3120  -0.6012  -4.2166  -0.095
H  0.4886  -0.9083  -4.6593  0.056
H  1.5097  -1.2975  -3.5500  0.046

Cartesian forces (eV/Å) of the 6 atoms listed first:
C -1.11 0.95 -3.26
C 1.20 -0.17 3.43
H 0.44 -0.30 0.03
H -0.40 0.00 -0.55
H 0.24 -0.51 0.09
H -0.46 0.15 0.43

[6]
DFT (the ωB97M-V functional and the def2-TZVPD basis) results for H4N3P as an isolated structure.

## Properties
M = 77.027 g/mol
energy relative to the best compared isomer or geometry (same formula, charge and spin) = 428.8 kJ/mol
orbital gap (spin up / spin down) = 6.686 / 8.026 eV

Last column: Löwdin charge in e.
Cartesian coordinates (Å):
N  -0.8961  -0.7720  0.1387  -0.013
N  0.5777  0.3663  -0.1685  -0.433
N  -1.9392  -0.1736  -0.2357  -0.033
P  2.0434  -0.2685  -0.0601  0.521
H  -1.9395  0.7046  -0.7489  0.110
H  -2.8177  -0.6097  0.0354  0.114
H  2.3753  -0.2553  1.3157  -0.158
H  2.5960  1.0083  -0.2766  -0.110

Cartesian forces (eV/Å) of the 6 atoms listed first:
N 3.57 1.71 -1.03
N -6.57 -0.16 0.49
N 0.39 -0.30 0.38
P 2.04 -1.62 0.13
H 0.28 0.03 -0.19
H 0.03 0.36 0.06